Density functional theory data (ωB97M-V/def2-TZVPD) for a single C15H18N4O3 molecule in a non-equilibrium geometry.

Structure (XYZ):
```
40
C15H18N4O3 (ωB97M-V/def2-TZVPD)
O 2.14 0.78 -2.44
O 1.08 -3.00 -0.19
O 0.09 1.52 -2.77
N 2.40 2.70 2.06
N 0.73 -2.89 2.56
N 0.87 1.11 2.14
N 0.84 -0.76 -0.46
C -4.40 0.99 -0.27
C 2.22 -0.91 2.07
C -2.17 -0.21 -1.39
C 0.39 -0.71 -1.86
C -2.41 -0.41 0.01
C -3.04 0.54 -2.20
C 2.13 0.58 1.87
C -1.09 -1.00 -2.08
C 0.93 -1.88 0.26
C 3.11 1.55 1.84
C 0.98 0.60 -2.33
C -4.24 1.08 -1.61
C 0.96 -1.65 1.88
C 1.17 2.37 2.34
C -3.52 0.30 0.54
H -3.76 0.35 1.63
H -1.27 -1.33 -3.10
H 0.88 -3.68 1.93
H 2.84 3.59 2.30
H -4.96 1.51 -2.26
H -1.70 -0.80 0.63
H 0.86 0.12 -0.02
H 0.93 -1.56 -2.39
H -2.90 0.59 -3.31
H -0.20 -3.03 2.95
H 0.37 3.10 2.38
H 0.18 -0.95 2.19
H 3.15 -1.39 1.59
H -1.30 -2.13 -1.72
H 4.02 1.55 1.45
H 2.60 -0.92 3.11
H -0.82 1.14 -2.74
H -5.45 1.00 -0.01
```

gap between HOMO and LUMO	0.343	Eh
SMILES string	N[C@@H](Cc1c[nH]cn1)C(=O)N[C@@H](Cc1ccccc1)C(=O)O
E_HOMO	-8.76	eV
charge	0
energy above the lowest of the compared OMol25 structures with the same formula, charge and spin	67.9	kcal per mole
spin multiplicity	1